Molecular formula: C7H15N3OS
Method: DFT, wB97M-V/def2-TZVPD

## Properties
**Kohn-Sham gap**: 9.5 eV
**Electronic energy**: -913.3503 a.u.
**E_LUMO**: 0.53 eV
**Spin multiplicity**: 1
**HOMO**: -0.3287 hartree
**Total charge**: 0

Last column: Löwdin charge in e.
Geometry (Å):
S 1.989 -0.013 -4.237  0.8196
O 0.227 1.861 -3.776  0.0080
N 0.919 0.885 -1.857  0.0573
N 2.023 1.458 0.201  0.0738
N -0.405 -0.222 1.052  0.0560
C 1.041 1.036 -3.106  -0.7875
C 1.407 -0.928 -0.398  -0.1310
C -2.280 0.776 2.324  -0.0678
C -1.775 -1.766 2.287  -0.0694
C -1.724 -0.459 1.503  -0.4836
C 1.919 0.422 -0.829  -0.4207
C -0.037 -0.855 0.019  -0.1662
H -0.734 -1.534 -0.442  0.1136
H -2.162 1.751 1.867  0.0555
H 2.271 2.315 -0.198  0.0482
H 2.776 -0.530 -3.290  -0.1609
H -0.356 2.253 -3.133  0.1034
H -1.118 -1.807 3.112  0.0538
H 2.033 -1.544 0.282  0.1280
H -3.375 0.645 2.415  0.0662
H 1.591 -1.420 -1.412  0.1138
H 2.980 0.431 -1.324  0.1520
H -1.947 0.816 3.398  0.0827
H -1.365 -2.521 1.524  0.0917
H -2.783 -2.050 2.684  0.0916
H -2.389 -0.574 0.542  0.1546
H 1.272 1.574 0.790  0.0175

Molecular formula: C7H15NO
Method: DFT, wB97M-V/def2-TZVPD

## Properties
**Kohn-Sham gap**: 8.0 eV
**Electronic energy**: -405.6156 a.u.
**E_LUMO**: 0.95 eV
**Spin multiplicity**: 1
**HOMO**: -0.2605 hartree
**Total charge**: 0

Last column: Löwdin charge in e.
Geometry (Å):
O 1.321 1.525 -0.636  -0.0126
N -1.435 1.491 -0.247  0.1049
C 0.380 -1.222 1.558  -0.0614
C 0.120 -0.037 0.661  -0.2359
C -2.018 0.497 1.910  -0.0334
C -1.050 0.697 0.774  -0.3415
C -0.157 -0.148 -2.176  -0.0376
C 0.980 0.186 -0.476  -0.4262
C 2.151 -0.738 -0.703  -0.0434
H -0.887 1.267 -1.171  0.0888
H -1.121 0.171 -2.577  0.0239
H -2.860 1.183 1.825  0.0706
H 1.755 1.633 -1.491  0.1002
H 1.439 -1.326 1.790  0.0706
H 1.847 -1.781 -0.657  0.0852
H 0.041 -2.159 1.104  0.0843
H 2.929 -0.558 0.043  0.0961
H -0.242 -1.232 -2.100  0.0300
H -0.129 -1.117 2.513  0.0639
H 0.610 0.088 -2.919  0.0226
H 2.587 -0.550 -1.686  0.0816
H -1.536 0.672 2.873  0.0839
H -2.413 -0.521 1.913  0.0876
H -2.312 1.982 -0.126  0.0977

Molecular formula: C7H15NO
Method: DFT, wB97M-V/def2-TZVPD

## Properties
**Kohn-Sham gap**: 9.4 eV
**Electronic energy**: -405.6327 a.u.
**E_LUMO**: 0.80 eV
**Spin multiplicity**: 1
**HOMO**: -0.3161 hartree
**Total charge**: 0

Last column: Löwdin charge in e.
Geometry (Å):
O 0.420 -1.640 0.135  -0.0401
N 0.883 0.488 -1.546  0.0564
C -2.200 0.369 1.002  -0.1051
C 2.243 -0.360 1.206  -0.0790
C 0.584 -0.378 0.740  -0.3388
C 3.292 -0.884 0.564  -0.0295
C -1.406 0.799 -0.227  -0.3290
C -2.017 0.207 -1.492  -0.1083
C 0.359 0.732 -0.241  -0.2836
H -3.251 0.668 0.903  0.0817
H 0.685 1.701 0.142  0.1387
H -3.071 0.499 -1.580  0.0740
H -2.177 -0.717 1.131  0.0709
H -1.960 -0.885 -1.489  0.0733
H -0.299 -2.088 0.620  0.1086
H -1.533 0.588 -2.397  0.0657
H 1.780 0.933 -1.712  0.0822
H 2.455 0.295 2.054  0.0763
H -1.526 1.888 -0.306  0.1120
H -1.813 0.835 1.912  0.0748
H 0.109 -0.276 1.713  0.1163
H 0.968 -0.511 -1.733  0.0843
H 3.160 -1.515 -0.314  0.0508
H 4.314 -0.748 0.914  0.0473

Molecular formula: C7H15NO2
Method: DFT, wB97M-V/def2-TZVPD

## Properties
**Kohn-Sham gap**: 9.7 eV
**Electronic energy**: -480.8695 a.u.
**E_LUMO**: 0.09 eV
**Spin multiplicity**: 1
**HOMO**: -0.3526 hartree
**Total charge**: 0

Last column: Löwdin charge in e.
Geometry (Å):
O 0.371 -1.235 1.693  -0.0011
O 3.548 0.055 0.974  0.0570
N 2.914 -2.081 1.421  0.1816
C 0.700 0.555 -0.864  0.0034
C -1.548 1.237 0.668  -0.0779
C -1.227 0.479 -0.597  -0.5039
C -1.588 -0.963 -0.531  -0.0812
C -1.715 1.181 -1.841  -0.0836
C 1.208 -0.376 1.388  -0.2031
C 2.683 -0.764 1.223  -0.5205
H -0.945 -1.432 0.244  0.0641
H 1.727 0.359 -0.578  0.0292
H -1.414 2.227 -1.863  0.0820
H -2.604 -1.098 -0.154  0.0908
H 0.661 1.627 -1.028  0.0491
H -1.085 2.223 0.671  0.0853
H -2.632 1.378 0.742  0.0902
H 2.152 -2.662 1.733  0.1015
H -1.480 -1.465 -1.490  0.0858
H 1.097 0.676 1.698  0.1359
H -2.807 1.142 -1.870  0.0929
H 0.735 0.016 -1.810  0.0533
H -1.343 0.689 -2.739  0.0818
H -1.262 0.668 1.550  0.0690
H 3.853 -2.436 1.360  0.1184

Molecular formula: C7H15NO2
Method: DFT, wB97M-V/def2-TZVPD

## Properties
**Kohn-Sham gap (spin up / spin down)**: 7.1 / 7.1 eV
**Electronic energy**: -480.8183 a.u.
**E_LUMO (spin up / spin down)**: 0.49 / 0.49 eV
**Spin multiplicity**: 1
**HOMO (spin up / spin down)**: -0.2431 / -0.2433 hartree
**Total charge**: 0

Last column: Löwdin charge in e.
Geometry (Å):
O 0.899 -1.882 0.170  -0.0088
O 2.739 1.629 -0.965  -0.0119
N 3.300 -0.181 0.263  0.1195
C -1.731 -1.185 -0.118  -0.1240
C 2.400 0.630 -0.355  -0.3803
C 0.168 0.563 1.590  -0.0357
C 0.225 0.421 0.094  -0.3672
C -0.285 1.585 -0.705  -0.0484
C -2.862 -0.229 -0.376  -0.1696
C 0.327 -0.836 -0.512  -0.2647
H 0.888 -2.668 -0.392  0.1211
H -0.458 1.330 -1.752  0.0954
H 4.289 0.052 0.249  0.1036
H -1.192 2.005 -0.268  0.0811
H 0.525 -0.330 2.103  0.0856
H -0.855 0.773 1.912  0.0854
H 2.977 -1.054 0.649  0.0720
H 0.371 -0.887 -1.594  0.1449
H 0.465 2.383 -0.683  0.0843
H -1.667 -1.539 0.909  0.0675
H -3.838 -0.731 -0.310  0.0695
H 0.780 1.416 1.894  0.0955
H -2.901 0.571 0.368  0.0578
H -1.752 -2.042 -0.795  0.0591
H -2.811 0.207 -1.377  0.0684

Molecular formula: C7H15NO2S2
Method: DFT, wB97M-V/def2-TZVPD

## Properties
**Kohn-Sham gap (spin up / spin down)**: 8.0 / 6.6 eV
**Electronic energy**: -1277.1700 a.u.
**E_LUMO (spin up / spin down)**: -0.42 / -1.41 eV
**Spin multiplicity**: 1
**HOMO (spin up / spin down)**: -0.3105 / -0.2931 hartree
**Total charge**: 0

Last column: Löwdin charge in e.
Geometry (Å):
S 1.219 1.143 -0.429  0.6697
S 3.152 -0.979 0.261  0.7905
O 1.421 2.000 -1.560  -0.3727
O 1.270 1.865 0.836  -0.3970
N 3.887 -1.781 -0.821  -0.3823
C -1.650 1.406 -0.473  -0.1504
C 4.243 0.449 0.530  -0.3682
C -2.986 0.732 -0.443  -0.2072
C -0.463 -0.801 0.355  -0.2796
C -1.879 -1.460 0.387  -0.1867
C -2.969 -0.407 0.657  -0.2077
C -0.482 0.274 -0.620  -0.3388
H -0.246 -0.543 1.393  0.1196
H -2.008 -1.939 -0.713  0.1598
H -3.402 0.100 -1.306  0.1292
H -2.957 0.037 1.651  0.1065
H 4.998 0.660 -0.353  0.0963
H -1.509 1.846 0.477  0.0977
H 3.422 -2.652 -1.023  -0.0204
H -3.829 -1.067 0.817  0.1030
H 4.758 0.178 1.538  0.0595
H 3.707 1.413 0.814  0.0367
H -1.937 -2.284 0.957  0.0535
H -1.669 2.196 -1.202  0.1114
H -0.510 -0.109 -1.703  0.1548
H -3.919 1.326 -0.238  0.1182
H 0.338 -1.604 0.212  0.1044